Entry 1:
Computed, not measured: C13H25BF2IrN6O2PS2 as an isolated structure, with the ωB97M-V functional and the def2-TZVPD basis.

Output
- HOMO (alpha / beta): -10.4912 / -10.6142 eV
- ⟨S²⟩: 0.75
- Spin multiplicity: 2
- Charge: +1
- Gap between HOMO and LUMO (alpha / beta): 7.88 / 7.90 eV

Structure (XYZ):
```
53
Properties=species:S:1:pos:R:3:forces:R:3
Ir 0.233 0.800 0.727 0.150 -0.286 -0.377
S 0.247 0.965 3.042 0.062 0.106 0.065
C 1.953 0.981 3.287 -0.086 0.282 0.127
S 2.915 1.281 1.810 -0.066 -0.107 -0.177
C 2.560 0.969 4.504 0.077 -0.178 -0.160
C 3.983 0.887 4.608 0.035 0.299 0.108
N 5.131 0.839 4.656 -0.010 -0.083 -0.037
C 1.774 1.006 5.695 -0.039 -0.201 0.027
N 1.103 1.045 6.628 0.005 0.013 -0.002
C -0.247 -0.789 -4.397 0.001 -0.003 0.008
C 0.317 0.573 -3.969 -0.025 0.010 0.002
C -0.594 1.713 -4.448 0.007 -0.006 -0.018
C 1.747 0.762 -4.492 -0.006 -0.002 -0.003
C 0.350 0.613 -2.497 0.072 -0.014 0.000
N 0.377 0.645 -1.351 -0.261 0.110 0.243
H -0.284 -0.823 -5.485 0.001 -0.001 0.000
H -1.256 -0.937 -4.013 -0.002 0.001 -0.003
H 0.386 -1.606 -4.050 -0.001 -0.003 0.002
H -0.669 1.664 -5.535 0.005 0.006 -0.001
H -0.186 2.686 -4.177 -0.006 0.000 0.009
H -1.597 1.621 -4.031 -0.002 -0.004 -0.006
H 1.725 0.733 -5.581 0.003 0.002 0.000
H 2.406 -0.033 -4.142 0.002 -0.005 -0.005
H 2.159 1.722 -4.182 0.001 0.000 0.001
C -3.047 -1.700 -0.067 0.017 0.004 -0.005
P -3.117 -0.227 0.961 0.006 -0.010 0.015
C -2.818 -0.764 2.645 0.010 0.003 -0.014
C -4.805 0.377 0.895 -0.004 -0.022 0.005
O -2.144 0.830 0.494 -0.051 0.109 -0.053
H -3.641 -2.509 0.359 -0.017 0.006 -0.008
H -2.005 -2.014 -0.138 -0.003 -0.011 0.017
H -3.421 -1.467 -1.064 0.016 0.004 -0.006
H -3.479 -1.589 2.912 -0.016 0.012 0.003
H -2.987 0.067 3.331 0.019 0.002 0.003
H -1.779 -1.083 2.735 -0.007 -0.024 0.000
H -5.511 -0.411 1.158 0.002 -0.001 0.007
H -5.021 0.732 -0.112 -0.003 -0.007 -0.002
H -4.918 1.205 1.594 0.001 0.005 -0.006
F 4.635 -0.291 0.474 -0.076 -0.027 -0.005
B 3.876 -0.231 1.559 0.237 0.025 0.269
F 3.854 -1.258 2.385 -0.137 -0.047 -0.120
N -0.084 2.845 0.590 0.030 0.035 0.052
H 0.527 3.352 -0.043 -0.013 -0.011 -0.020
H 0.002 3.273 1.510 0.000 0.004 -0.003
H -1.049 2.972 0.286 -0.005 -0.022 0.004
N 1.264 -3.291 1.356 -0.020 -0.012 -0.015
C 1.193 -2.122 0.703 -0.032 0.018 -0.057
N 2.058 -1.894 -0.304 0.139 0.055 0.077
O 0.302 -1.300 1.014 -0.002 -0.017 0.052
H 1.995 -3.958 1.185 -0.007 -0.008 -0.008
H 0.701 -3.396 2.182 0.013 0.006 0.016
H 2.871 -2.467 -0.447 -0.008 -0.012 -0.012
H 2.015 -0.998 -0.761 -0.004 0.006 0.012
```
Positions in Å, forces in eV/Å.


Entry 2:
Computed, not measured: a 6-piece molecular cluster, C14H27Cl8NO4 overall, with the ωB97M-V functional and the def2-TZVPD basis.

Output
- HOMO: -9.6647 eV
- Gap between HOMO and LUMO: 9.92 eV

Structure (XYZ):
```
54
Properties=species:S:1:pos:R:3:forces:R:3
O -5.465 4.934 -6.100 0.154 0.121 0.186
C -4.469 5.583 -6.017 -0.422 -0.243 0.186
O -4.386 6.815 -5.477 -0.377 0.496 -0.363
C -3.170 7.416 -5.888 1.509 0.050 1.571
C -2.299 6.191 -6.267 0.166 1.335 -0.274
O -3.261 5.172 -6.412 0.331 -0.689 -0.712
H -3.280 8.237 -6.596 -0.410 -0.542 -0.568
H -2.698 7.891 -5.020 -0.311 -0.054 0.065
H -1.560 5.930 -5.509 -0.306 -0.076 0.199
H -1.737 6.398 -7.180 -0.300 -0.434 -0.196
C -8.726 2.818 3.264 0.928 0.161 -0.673
N -8.636 3.730 2.129 0.130 -0.098 0.464
C -8.810 3.323 0.856 -0.099 0.112 -1.509
C -8.713 4.448 -0.184 -0.065 0.049 1.172
O -9.070 2.186 0.509 0.139 -0.103 0.518
H -9.761 2.664 3.551 0.066 -0.210 0.296
H -8.077 3.186 4.058 -0.481 0.283 0.242
H -8.222 1.899 2.960 -0.563 -0.239 -0.051
H -8.505 4.713 2.273 0.010 0.042 0.190
H -8.098 5.253 0.230 0.005 0.114 -0.265
H -9.731 4.828 -0.281 0.062 0.074 -0.367
H -8.310 4.109 -1.131 -0.111 -0.172 -0.019
Cl -9.144 1.723 -6.935 -0.240 -0.497 -0.368
C -8.311 3.250 -6.664 -0.134 0.585 0.665
C -9.275 4.385 -6.365 0.070 0.439 0.431
Cl -10.378 3.978 -4.995 -0.018 0.032 -0.364
H -7.701 3.477 -7.532 0.049 0.061 0.022
H -7.688 3.102 -5.785 0.194 0.014 -0.170
H -9.831 4.758 -7.223 -0.343 -0.503 0.029
H -8.762 5.255 -5.965 0.491 -0.134 -0.222
Cl -2.624 10.836 -2.118 -0.162 -0.218 0.025
C -4.107 10.194 -2.903 0.510 -0.210 -0.262
C -5.358 10.477 -2.113 0.385 0.563 -0.467
Cl -5.573 9.374 -0.752 -0.025 -0.137 0.136
H -3.960 9.127 -3.075 -0.002 -0.008 0.213
H -4.137 10.667 -3.883 -0.211 0.163 0.082
H -6.195 10.423 -2.809 -0.253 -0.198 0.339
H -5.285 11.482 -1.703 -0.216 -0.004 -0.007
Cl -7.577 7.567 -5.332 -0.255 0.572 -0.723
C -7.019 7.208 -3.727 0.012 -0.660 1.261
C -8.156 7.112 -2.701 0.953 -0.029 -0.360
Cl -8.661 8.746 -2.235 -0.419 0.261 0.084
H -6.301 7.935 -3.349 -0.091 0.242 -0.337
H -6.461 6.276 -3.771 -0.244 -0.204 -0.063
H -7.728 6.636 -1.822 -0.178 -0.021 0.112
H -9.031 6.571 -3.047 0.046 -0.078 -0.115
Cl -2.513 7.187 -0.346 0.203 -0.028 0.083
C -3.400 5.952 0.561 -0.435 -0.346 0.300
C -4.815 5.800 0.046 0.090 -0.539 -1.268
Cl -4.770 5.313 -1.730 -0.001 0.213 0.462
H -3.382 6.230 1.614 -0.228 0.229 -0.041
H -2.909 4.981 0.518 0.267 0.152 -0.375
H -5.422 6.697 0.058 0.085 0.114 0.245
H -5.335 4.939 0.455 0.045 0.195 0.563
```
Positions in Å, forces in eV/Å.


Calculated strongest force on any atom, 0.496, 2.179 eV/Å (same order as the records).
Calculated ΔE to the lowest compared entry with this formula, charge and spin, 22.2, 35.3 kJ/mol (same order as the records).